[1]
Here is C37H96BeN7O11 as an isolated structure from the OMol25 dataset. Energies are from ωB97M-V with the def2-TZVPD basis set.

Values from the calculation:
Spin multiplicity: 1
Net charge: +1
E_tot (Eh): -2692.33312
Orbital gap (hartree): 0.11324

Positions of all 152 atoms, in Å:
1 Be -0.610 -3.635 4.270
2 C 2.175 -2.343 0.618
3 C 0.892 -1.782 1.199
4 C 0.015 -1.078 0.218
5 O 0.271 -2.806 1.975
6 H 2.822 -1.583 0.180
7 H 1.818 -3.075 -0.107
8 H 2.627 -2.803 1.497
9 H 1.204 -0.971 1.858
10 H -0.320 -1.842 -0.483
11 H 0.529 -0.259 -0.284
12 H -0.818 -0.533 0.662
13 C 0.545 2.113 2.256
14 O 0.356 3.341 2.933
15 C 1.212 4.363 2.422
16 C 0.966 5.689 3.112
17 N 1.589 5.565 4.449
18 C 1.608 6.849 5.128
19 C 1.929 6.694 6.639
20 O 1.931 7.967 7.224
21 C 1.834 7.902 8.647
22 H 1.533 1.681 2.416
23 H 0.304 2.105 1.193
24 H -0.181 1.406 2.656
25 H 1.042 4.396 1.346
26 H 2.254 4.064 2.536
27 H -0.105 5.891 3.126
28 H 1.527 6.394 2.497
29 H 1.085 4.857 4.963
30 H 0.654 7.367 5.029
31 H 2.390 7.420 4.628
32 H 2.886 6.213 6.844
33 H 1.042 6.161 6.982
34 H 1.810 8.911 9.060
35 H 2.708 7.436 9.102
36 H 0.948 7.402 9.038
37 C -0.790 -0.066 5.161
38 O 0.026 -1.212 4.845
39 C 1.382 -1.015 5.282
40 C 2.197 -2.312 5.001
41 N 1.576 -3.433 5.633
42 C 2.498 -4.617 5.519
43 C 2.386 -5.183 4.127
44 O 1.092 -5.670 3.982
45 C 0.823 -6.219 2.680
46 H -0.650 0.061 6.234
47 H -1.855 -0.207 4.976
48 H -0.492 0.879 4.707
49 H 1.344 -0.765 6.343
50 H 1.877 -0.160 4.822
51 H 3.176 -2.000 5.365
52 H 2.222 -2.326 3.911
53 H 1.605 -3.187 6.612
54 H 2.199 -5.371 6.247
55 H 3.548 -4.497 5.787
56 H 3.154 -5.956 4.104
57 H 2.600 -4.433 3.366
58 H 0.948 -5.477 1.891
59 H -0.230 -6.473 2.551
60 H 1.324 -7.163 2.466
61 C 1.667 -1.800 -3.343
62 O 2.081 -1.593 -4.681
63 C 1.516 -0.418 -5.273
64 C 2.105 -0.183 -6.707
65 N 2.104 -1.368 -7.586
66 C 2.885 -1.272 -8.819
67 C 3.147 -2.661 -9.416
68 O 3.661 -3.560 -8.412
69 C 3.925 -4.858 -8.902
70 H 2.365 -2.547 -2.966
71 H 0.681 -2.263 -3.332
72 H 1.782 -0.865 -2.795
73 H 1.658 0.484 -4.678
74 H 0.442 -0.583 -5.359
75 H 3.149 0.087 -6.548
76 H 1.653 0.633 -7.271
77 H 2.558 -2.117 -7.082
78 H 3.833 -0.774 -8.618
79 H 2.310 -0.591 -9.447
80 H 3.865 -2.508 -10.222
81 H 2.217 -3.057 -9.824
82 H 4.860 -4.734 -9.449
83 H 3.187 -5.287 -9.579
84 H 4.083 -5.532 -8.060
85 C 2.511 4.063 -4.399
86 C 1.339 3.819 -3.439
87 C 1.691 4.104 -1.983
88 O 2.767 3.393 -1.408
89 C 2.376 2.092 -0.902
90 N 0.296 4.652 -3.958
91 H 2.188 3.914 -5.429
92 H 3.351 3.384 -4.254
93 H 2.789 5.111 -4.290
94 H 1.184 2.758 -3.638
95 H 0.809 4.093 -1.342
96 H 2.090 5.118 -1.951
97 H 1.357 2.082 -0.515
98 H 3.085 1.738 -0.153
99 H 2.352 1.397 -1.742
100 H -0.492 4.530 -3.338
101 H 0.022 4.281 -4.857
102 C -0.747 -4.263 -1.733
103 C -1.848 -4.345 -0.692
104 C -3.080 -5.182 -1.064
105 O -3.794 -4.796 -2.256
106 C -4.078 -3.401 -2.337
107 N -1.241 -4.857 0.544
108 H -0.424 -5.249 -2.065
109 H 0.107 -3.736 -1.308
110 H -1.113 -3.752 -2.624
111 H -2.086 -3.291 -0.548
112 H -3.794 -5.289 -0.248
113 H -2.747 -6.206 -1.229
114 H -4.411 -3.030 -1.368
115 H -4.754 -3.288 -3.185
116 H -3.254 -2.751 -2.631
117 H -1.893 -4.978 1.306
118 H -0.541 -4.215 0.888
119 C -1.526 1.834 -1.862
120 C -2.616 2.847 -2.260
121 C -4.037 2.385 -2.001
122 O -4.201 1.277 -2.876
123 C -5.457 0.694 -2.655
124 N -2.286 4.095 -1.626
125 H -1.430 1.795 -0.777
126 H -0.533 2.065 -2.247
127 H -1.659 0.815 -2.226
128 H -2.562 3.140 -3.308
129 H -4.756 3.163 -2.259
130 H -4.302 2.189 -0.962
131 H -5.642 -0.190 -3.265
132 H -6.280 1.362 -2.911
133 H -5.589 0.255 -1.667
134 H -2.721 4.850 -2.136
135 H -2.570 4.232 -0.666
136 C -3.827 -1.481 0.743
137 C -3.356 -1.011 2.106
138 C -4.501 -0.689 3.082
139 O -5.534 0.126 2.583
140 C -5.108 1.422 2.213
141 N -2.473 -2.048 2.736
142 H -4.302 -2.462 0.718
143 H -3.015 -1.436 0.018
144 H -4.455 -0.692 0.328
145 H -2.762 -0.129 1.867
146 H -4.131 -0.371 4.057
147 H -4.935 -1.660 3.320
148 H -5.934 1.865 1.656
149 H -4.255 1.549 1.545
150 H -4.885 2.127 3.013
151 H -1.667 -2.155 2.136
152 H -2.874 -2.972 2.658

Results of the Mulliken charge analysis, in e, for atoms 1 through 99: number 1, Be, carries 0.8155; number 2, C, carries -1.5035; number 3, C, carries 0.6168; number 4, C, carries 1.3707; number 5, O, carries 0.3427; number 6, H, carries 0.3237; number 7, H, carries 0.2317; number 8, H, carries 0.3050; number 9, H, carries -0.0812; number 10, H, carries -0.8702; number 11, H, carries 0.0550; number 12, H, carries -0.9053; number 13, C, carries 0.3752; number 14, O, carries -0.3894; number 15, C, carries -0.1364; number 16, C, carries -0.8336; number 17, N, carries -0.2257; number 18, C, carries -0.6067; number 19, C, carries -0.5003; number 20, O, carries -0.2947; number 21, C, carries -0.7477; number 22, H, carries 0.3657; number 23, H, carries -0.2641; number 24, H, carries -0.3371; number 25, H, carries 0.0936; number 26, H, carries 0.3356; number 27, H, carries 0.3825; number 28, H, carries 0.3821; number 29, H, carries 0.2064; number 30, H, carries 0.2728; number 31, H, carries 0.2890; number 32, H, carries 0.3704; number 33, H, carries 0.3186; number 34, H, carries 0.2678; number 35, H, carries 0.3055; number 36, H, carries 0.3069; number 37, C, carries -0.5479; number 38, O, carries -0.0552; number 39, C, carries -1.0047; number 40, C, carries -0.2576; number 41, N, carries -0.0504; number 42, C, carries -1.0756; number 43, C, carries 0.1884; number 44, O, carries -0.2894; number 45, C, carries -0.7118; number 46, H, carries 0.4438; number 47, H, carries -0.0636; number 48, H, carries 0.2360; number 49, H, carries 0.6006; number 50, H, carries 0.3646; number 51, H, carries 0.4009; number 52, H, carries -0.1354; number 53, H, carries 0.3265; number 54, H, carries 0.4040; number 55, H, carries 0.4605; number 56, H, carries 0.4332; number 57, H, carries -0.0960; number 58, H, carries 0.2352; number 59, H, carries 0.2173; number 60, H, carries 0.3869; number 61, C, carries -0.0682; number 62, O, carries -0.3760; number 63, C, carries -0.0285; number 64, C, carries -0.9536; number 65, N, carries -0.3875; number 66, C, carries -0.7648; number 67, C, carries -0.5451; number 68, O, carries -0.3095; number 69, C, carries -0.7329; number 70, H, carries 0.2606; number 71, H, carries 0.2346; number 72, H, carries -0.2231; number 73, H, carries 0.0169; number 74, H, carries 0.3301; number 75, H, carries 0.3955; number 76, H, carries 0.4147; number 77, H, carries 0.3346; number 78, H, carries 0.3723; number 79, H, carries 0.3646; number 80, H, carries 0.4225; number 81, H, carries 0.3733; number 82, H, carries 0.2864; number 83, H, carries 0.3045; number 84, H, carries 0.2378; number 85, C, carries -1.7312; number 86, C, carries 1.5253; number 87, C, carries -0.4651; number 88, O, carries -0.4886; number 89, C, carries 0.2249; number 90, N, carries -0.7735; number 91, H, carries 0.4457; number 92, H, carries 0.3117; number 93, H, carries 0.4011; number 94, H, carries -0.6573; number 95, H, carries 0.1619; number 96, H, carries 0.4550; number 97, H, carries -0.4837; number 98, H, carries 0.3326; number 99, H, carries 0.1438


[2]
Here is one molecule with the formula C3H5NO3 from the OMol25 dataset. Energies are from ωB97M-V with the def2-TZVPD basis set.

Values from the calculation:
Spin multiplicity: 1
Energy above the lowest of the compared OMol25 structures with the same formula, charge and spin (kJ/mol): 222.94
E_tot (Eh): -397.75178
Orbital gap (hartree): 0.42333
SMILES string: N#CCC(O)(O)O

Positions of all 12 atoms, in Å:
1 N 1.241 2.643 0.752
2 C 1.214 1.536 0.506
3 C 1.209 0.122 0.189
4 C -0.411 -0.357 -0.029
5 O -1.026 -0.498 1.177
6 O -1.146 0.605 -0.779
7 O -0.296 -1.521 -0.752
8 H 1.808 -0.205 -0.597
9 H 1.684 -0.489 0.910
10 H -2.080 -0.352 0.972
11 H -1.004 0.456 -1.631
12 H -1.193 -1.940 -0.717

In the Mulliken picture, each atom carries the following charge in e: number 1, N, carries -0.3828; number 2, C, carries 0.3588; number 3, C, carries -0.7780; number 4, C, carries 0.6098; number 5, O, carries -0.5397; number 6, O, carries -0.4964; number 7, O, carries -0.5060; number 8, H, carries 0.3511; number 9, H, carries 0.3811; number 10, H, carries 0.3914; number 11, H, carries 0.2837; number 12, H, carries 0.3269